1.
Below is a cluster of 9 separate species, C35H93N11O15 in total at a distorted geometry, with properties calculated with ωB97M-V/def2-TZVPD.

E_LUMO: 0.531 eV
2S+1: 1
M: 908.191 g mol⁻¹
energy relative to the best compared isomer or geometry (same formula, charge and spin): 96.00 kcal per mole
SMILES: COCCNCCOC.COCCNCCOC.COCCNCCOC.COCCNCCOC.COCCNCCOC.NC(N)=O.NC(N)=O.NC(N)=O.OCCO
F_max: 3.02 eV/A
net charge: 0

Each line ends with the Mulliken charge.
Element x y z (Å)
O -9.02 -23.33 18.56  -0.376
O -13.30 -27.76 17.83  -0.369
O -12.53 -24.65 14.59  -0.709
O -13.49 -20.86 11.86  -0.393
O -12.79 -25.78 10.12  -0.503
O -17.15 -22.58 12.84  -0.449
O -15.99 -27.71 10.18  -0.534
O -11.18 -18.96 15.37  -0.014
O -9.92 -27.81 13.09  -0.345
O -9.85 -20.92 11.38  -0.614
O -16.58 -18.85 16.52  -0.119
O -5.73 -18.59 16.11  -0.368
O -15.04 -30.66 21.19  -0.269
O -5.46 -29.71 14.37  -0.293
O -17.49 -16.40 14.74  -0.206
N -8.06 -21.30 16.43  -0.268
N -12.68 -22.39 14.26  0.607
N -8.57 -30.35 15.33  -0.275
N -16.78 -18.95 13.37  0.923
N -14.35 -18.83 11.29  -0.342
N -12.47 -19.59 10.29  -0.414
N -13.28 -18.59 17.18  -0.363
N -9.34 -22.68 12.70  -0.480
N -7.91 -20.97 12.64  -0.356
N -12.79 -23.78 12.49  0.491
N -12.44 -29.86 19.55  -0.168
C -6.00 -30.28 15.55  -0.613
C -16.86 -16.52 13.49  -0.534
C -9.04 -21.52 12.07  0.463
C -14.63 -27.42 9.84  -0.580
C -4.44 -28.78 14.67  -0.812
C -14.19 -26.06 10.38  -0.073
C -9.89 -28.57 14.26  -0.320
C -16.39 -31.12 21.39  -0.765
C -12.72 -30.93 20.51  -0.796
C -15.69 -18.04 17.25  -0.888
C -17.89 -18.99 17.00  -0.882
C -7.30 -31.08 15.24  -0.767
C -16.68 -21.43 13.55  0.449
C -4.38 -18.38 15.69  -0.764
C -12.50 -27.42 18.99  -0.160
C -6.46 -19.66 15.52  -0.601
C -13.28 -26.69 16.91  -0.605
C -12.64 -23.67 13.85  -0.244
C -14.31 -17.79 16.51  0.216
C -11.98 -17.96 17.34  -0.786
C -7.83 -19.87 16.18  0.141
C -13.42 -19.83 11.21  0.410
C -17.51 -20.16 13.10  -1.216
C -8.48 -29.16 14.50  -0.481
C -11.54 -18.96 13.95  -0.151
C -9.72 -22.92 17.40  -0.714
C -8.91 -24.74 18.72  -0.619
C -11.18 -27.31 12.66  -0.637
C -12.70 -28.51 20.03  -0.961
C -17.34 -15.10 15.31  -0.996
C -9.25 -21.46 17.27  0.432
C -17.47 -17.76 12.83  -0.903
C -11.39 -17.64 15.97  -0.551
C -14.15 -31.51 20.49  -0.508
C -16.38 -23.75 13.18  -0.165
H -13.75 -28.61 20.33  0.336
H -16.59 -18.90 14.36  -0.400
H -6.24 -29.61 16.38  0.345
H -18.50 -18.10 16.85  0.247
H -15.77 -16.63 13.55  0.175
H -7.19 -21.65 16.81  0.263
H -11.01 -19.76 13.42  -0.291
H -12.01 -16.96 15.38  0.390
H -7.82 -19.20 17.04  0.363
H -4.23 -17.95 14.70  0.288
H -12.36 -26.10 16.88  0.154
H -8.99 -20.96 18.21  0.396
H -13.98 -28.19 10.26  0.362
H -18.36 -19.84 16.51  0.209
H -3.78 -29.13 15.47  0.337
H -12.70 -25.97 9.18  0.313
H -6.53 -19.45 14.45  0.165
H -9.88 -25.23 18.58  0.174
H -15.21 -18.99 11.79  0.072
H -14.79 -25.39 9.75  0.224
H -12.29 -28.42 21.05  0.388
H -17.58 -15.18 16.36  0.261
H -7.24 -21.54 13.13  0.207
H -12.60 -19.24 13.95  -0.111
H -12.00 -31.71 20.26  0.469
H -10.30 -22.97 12.69  0.230
H -9.37 -30.95 15.18  0.256
H -14.50 -27.51 8.76  0.280
H -10.81 -22.97 17.50  0.298
H -15.31 -23.62 13.02  -0.109
H -10.43 -17.12 16.06  0.453
H -3.69 -19.20 15.88  0.312
H -16.50 -32.20 21.53  0.300
H -16.69 -24.24 14.10  0.313
H -11.45 -27.24 18.74  0.192
H -12.10 -27.86 12.86  0.314
H -17.10 -15.60 12.94  0.551
H -12.58 -30.60 21.55  0.324
H -16.73 -24.35 12.34  0.262
H -11.09 -26.93 11.64  0.276
H -11.47 -29.93 19.26  0.202
H -11.98 -17.00 17.86  0.439
H -4.66 -27.73 14.90  0.282
H -16.95 -30.87 20.48  0.305
H -14.38 -18.14 15.48  -0.073
H -4.14 -17.57 16.38  0.267
H -14.06 -32.49 20.98  0.399
H -16.77 -30.48 22.18  0.239
H -9.42 -23.63 16.62  0.329
H -11.66 -20.19 10.17  0.234
H -8.19 -24.96 17.93  0.323
H -14.39 -31.72 19.44  0.311
H -16.70 -21.49 14.64  0.270
H -10.03 -27.87 15.10  0.179
H -15.59 -18.48 18.24  0.498
H -11.24 -18.10 13.36  0.475
H -16.08 -17.01 17.29  0.184
H -17.79 -19.24 18.06  0.409
H -3.74 -28.85 13.83  0.291
H -18.37 -20.18 13.78  0.390
H -18.04 -14.48 14.75  0.392
H -16.33 -14.68 15.29  0.365
H -14.47 -26.02 11.42  0.197
H -7.06 -31.65 14.34  0.352
H -8.13 -29.49 13.51  0.267
H -11.43 -26.43 13.27  0.255
H -7.39 -31.93 15.92  0.474
H -12.75 -23.01 11.84  0.021
H -8.52 -24.97 19.71  0.257
H -8.53 -19.44 15.46  -0.216
H -5.26 -30.99 15.93  0.502
H -14.10 -26.00 17.14  0.352
H -12.88 -19.21 16.48  -0.024
H -7.78 -28.42 14.88  0.131
H -14.27 -18.02 10.69  0.149
H -12.66 -22.25 15.25  0.083
H -8.91 -22.68 13.62  0.293
H -16.13 -28.60 10.50  0.315
H -15.65 -21.13 13.33  -0.380
H -18.53 -17.87 13.09  0.376
H -10.09 -20.90 16.83  -0.402
H -5.82 -20.55 15.64  0.336
H -12.90 -26.48 19.39  0.389
H -10.68 -29.32 14.21  0.281
H -17.39 -17.82 11.74  0.443
H -12.94 -21.70 13.57  -0.128
H -17.92 -20.35 12.10  0.492
H -7.71 -20.05 12.29  0.203
H -11.32 -18.69 17.82  0.297
H -14.01 -16.74 16.52  0.358
H -13.44 -26.96 15.87  0.244
H -12.49 -18.91 9.55  0.165
H -12.80 -24.74 12.20  -0.193

2.
Below is a structure of composition C9H21BClF4O2P2Ti at a distorted geometry, with properties calculated with ωB97M-V/def2-TZVPD.

E_LUMO (spin up / spin down): -9.978 / -10.906 eV
expectation value of S²: 0.765
2S+1: 2
M: 393.337 g mol⁻¹
energy relative to the best compared isomer or geometry (same formula, charge and spin): 0.00 kcal per mole
F_max: 5.33 eV/A
net charge: +2

Each line ends with the natural charge from an NBO analysis.
Element x y z (Å)
Ti -0.22 -0.35 0.57  1.359
Cl 0.25 -1.97 2.00  -0.195
P 1.17 1.44 1.64  0.935
P -1.26 -1.75 -1.23  0.935
F -2.75 1.76 2.38  -0.498
F -1.95 -0.40 2.02  -0.520
F -3.91 0.30 0.97  -0.498
F -1.80 1.09 0.35  -0.535
O 2.01 1.25 -3.02  -0.293
O -0.32 1.66 -1.62  -0.222
C 0.55 3.13 1.35  -0.933
C -2.51 -0.84 -2.19  -0.933
C 1.76 0.53 -2.06  0.448
C -0.25 -2.59 -2.48  -0.935
C 0.47 0.80 -1.29  0.229
C 2.95 1.54 1.32  -0.937
C 2.67 -0.56 -1.61  -0.727
C -2.24 -3.05 -0.43  -0.929
C 1.00 1.26 3.44  -0.927
B -2.72 0.72 1.49  1.372
H 3.14 1.75 0.26  0.250
H 1.32 0.26 3.74  0.269
H 0.38 -3.33 -1.98  0.270
H -0.46 3.22 1.77  0.290
H -0.06 1.39 3.72  0.285
H -2.06 0.06 -2.63  0.260
H 0.38 -1.87 -3.01  0.249
H 2.16 -1.51 -1.38  0.249
H -1.59 -3.64 0.23  0.269
H 0.50 3.32 0.27  0.259
H 3.27 -0.26 -0.73  0.276
H -3.33 -0.54 -1.52  0.291
H -2.69 -3.69 -1.20  0.286
H 3.41 0.58 1.59  0.267
H 1.22 3.84 1.83  0.284
H 1.61 2.03 3.93  0.286
H -0.92 -3.09 -3.20  0.292
H -3.03 -2.58 0.18  0.285
H 3.38 -0.75 -2.43  0.307
H -2.90 -1.50 -2.99  0.283
H 3.38 2.35 1.94  0.293